The following is a DFT calculation (ωB97M-V/def2-TZVPD) of C24H34AsF6MoN4O7S4 as an isolated structure.

Values from the calculation:
- lowest unoccupied orbital energy (spin up / spin down) (eV) = 2.6 / 2.6
- expectation value of S² = 2.11
- strongest force on any atom (eV Å⁻¹) = 13.6
- total charge = -1
- energy relative to the best compared isomer or geometry (same formula, charge and spin) (kcal/mol) = 635.2
- 2S+1 = 3
- orbital gap (spin up / spin down) (eV) = 4.432 / 5.093

Element x y z (Å)
Mo  0.668  -0.238  0.758
C  -3.092  1.965  3.469
C  -1.735  1.635  2.929
S  -1.550  0.396  1.732
C  -0.578  2.221  3.281
C  -0.399  3.316  4.278
S  0.829  1.586  2.452
H  -3.885  1.354  3.030
H  -3.342  3.012  3.267
H  -3.125  1.805  4.552
H  -1.349  3.623  4.726
H  0.039  4.205  3.811
H  0.255  2.998  5.097
F  0.873  -5.828  0.868
C  0.362  -4.693  0.352
F  1.093  -4.419  -0.743
F  -0.879  -4.992  -0.085
S  0.373  -3.324  1.572
O  -0.057  -2.139  0.831
O  -0.575  -3.739  2.585
N  1.884  -3.448  2.057
S  2.910  -2.290  1.715
O  4.111  -2.364  2.524
O  2.399  -0.916  1.590
C  3.520  -2.850  0.056
F  2.754  -2.562  -0.970
F  3.671  -4.197  0.033
F  4.733  -2.330  -0.235
C  4.982  2.993  1.956
N  4.260  2.279  0.924
C  4.723  2.315  -0.420
C  4.066  1.649  -1.398
C  2.863  0.886  -1.060
N  2.437  0.867  0.227
C  3.135  1.565  1.235
O  2.712  1.507  2.392
N  2.174  0.205  -2.070
H  5.861  3.513  1.542
H  5.331  2.286  2.728
H  4.324  3.745  2.423
H  5.614  2.880  -0.670
H  4.427  1.683  -2.418
H  2.511  0.225  -3.042
H  1.240  -0.371  -1.801
C  -2.258  0.451  -1.932
As  -1.312  -1.002  -0.980
C  -0.422  -1.687  -2.606
C  -2.895  -2.207  -0.800
C  -3.753  -2.359  -2.028
C  -5.029  -1.782  -2.065
C  -5.837  -1.922  -3.193
C  -5.383  -2.647  -4.291
C  -4.122  -3.238  -4.258
C  -3.313  -3.098  -3.132
H  -2.776  0.054  -2.824
H  -1.530  1.209  -2.254
H  -2.996  0.911  -1.261
H  -1.099  -1.667  -3.472
H  -0.055  -2.710  -2.425
H  0.430  -1.044  -2.842
H  -3.490  -1.750  0.008
H  -2.577  -3.201  -0.444
H  -5.400  -1.214  -1.221
H  -6.819  -1.467  -3.214
H  -6.011  -2.756  -5.165
H  -3.772  -3.810  -5.108
H  -2.345  -3.581  -3.120
C  -0.759  3.390  0.375
C  0.688  3.356  0.822
C  1.293  2.349  -0.140
O  0.242  1.394  -0.472
C  -1.015  1.934  0.005
H  -0.853  4.027  -0.517
H  -1.449  3.762  1.136
H  0.747  2.960  1.873
H  1.186  4.332  0.787
H  2.175  1.803  0.295
H  1.606  2.838  -1.069
H  -1.317  1.339  0.878
H  -1.754  1.839  -0.749
O  1.406  -0.820  -0.675